(1)
Entry from the Open Molecules 2025 dataset: a cluster of 2 separate species, C20H30BrN3O5S in total (the ωB97M-V functional and the def2-TZVPD basis).

E_LUMO: -1.058 eV
Charge: 0
HOMO: -7.75 eV
Calculated total energy: -4292.60449 hartree

Atoms and positions in Å:
C  4.22  -0.99  -2.85
C  5.26  -0.43  -1.88
C  4.95  1.02  -1.54
O  5.14  1.32  -0.14
C  4.05  1.08  0.62
C  2.94  1.90  0.46
N  1.82  1.73  1.16
C  0.65  2.60  0.88
C  -0.64  1.79  0.82
C  -1.78  2.55  0.16
C  -3.12  1.90  0.56
C  -4.16  1.92  -0.55
C  -5.43  1.13  -0.15
C  -6.09  0.41  -1.34
S  -6.01  -1.38  -1.27
C  -7.49  -1.72  -0.44
N  -8.36  -0.94  0.09
N  -9.35  -1.78  0.61
C  -8.98  -2.97  0.37
O  -7.80  -3.03  -0.31
C  1.75  0.75  2.07
C  2.82  -0.09  2.28
C  4.00  0.04  1.55
C  5.20  -0.84  1.71
O  6.29  -0.37  1.80
O  5.09  -2.19  1.69
O  3.86  -2.62  2.28
C  3.14  -3.46  1.35
C  3.32  -3.13  -0.12
H  4.33  -2.06  -2.97
H  4.31  -0.46  -3.80
H  3.19  -0.78  -2.50
H  5.21  -1.03  -0.97
H  6.25  -0.50  -2.33
H  3.93  1.23  -1.86
H  5.60  1.71  -2.08
H  2.94  2.70  -0.26
H  0.83  3.04  -0.10
H  0.62  3.41  1.60
H  -0.94  1.55  1.84
H  -0.44  0.86  0.29
H  -1.68  2.43  -0.91
H  -1.78  3.61  0.43
H  -2.90  0.85  0.75
H  -3.49  2.32  1.50
H  -4.45  2.96  -0.75
H  -3.71  1.46  -1.42
H  -5.21  0.43  0.65
H  -6.14  1.85  0.25
H  -5.57  0.70  -2.26
H  -7.12  0.73  -1.47
H  -9.48  -3.88  0.62
H  0.85  0.61  2.65
H  2.72  -0.88  3.01
H  2.09  -3.34  1.60
H  3.38  -4.51  1.57
H  2.77  -2.22  -0.37
H  2.84  -3.93  -0.68
H  4.35  -3.10  -0.43
Br  1.42  0.01  -1.47

(2)
Entry from the Open Molecules 2025 dataset: the molecule C2H4NP (the ωB97M-V functional and the def2-TZVPD basis).

E_LUMO: -0.877 eV
Charge: 0
HOMO: -9.06 eV
Calculated total energy: -474.60645 hartree

Atoms and positions in Å:
C  0.07  -0.07  0.29
C  -1.14  -0.70  -0.02
N  -2.16  -0.50  0.94
P  -2.68  0.31  -0.49
H  0.43  -0.62  1.06
H  -0.19  0.95  0.59
H  0.74  0.06  -0.50
H  -1.03  -1.82  -0.39

Number 1 is which compound? C20H30BrN3O5S

Among the records above, which one has the highest HOMO? C20H30BrN3O5S